No. 1
ORCA calculation (ωB97M-V/def2-TZVPD) on a structure of composition C25H32ClIrN4O2S.

Kohn-Sham gap (alpha / beta)   5.5312 / 6.4339 eV
Net charge   +3
Multiplicity   2
Relative energy (zero: lowest compared OMol25 entry of this formula, charge and spin)   158.81 kJ/mol

Each line ends with the natural charge from an NBO analysis.
Atoms and positions in Å:
Ir (-0.16, -0.15, 0.08)  0.7237
C (-1.02, -0.01, 3.09)  -0.2488
C (-2.12, -0.76, 2.37)  -0.2424
N (-2.27, -0.26, 1.00)  -0.6120
C (-3.02, 0.99, 0.80)  -0.2500
C (-2.22, 2.26, 1.07)  -0.5398
S (-0.50, 2.24, 0.43)  0.4046
C (0.48, 2.49, 1.95)  -0.5535
C (1.06, 1.21, 2.53)  -0.2337
N (0.22, 0.02, 2.26)  -0.5963
H (-0.83, -0.50, 4.04)  0.2456
H (-1.32, 1.01, 3.32)  0.2139
H (-3.05, -0.70, 2.94)  0.2379
H (-1.84, -1.81, 2.30)  0.2230
H (-2.77, -0.97, 0.48)  0.4094
H (-3.91, 1.02, 1.43)  0.2389
H (-3.35, 1.00, -0.23)  0.2267
H (-2.17, 2.52, 2.12)  0.2391
H (-2.72, 3.09, 0.56)  0.2742
H (-0.15, 3.04, 2.64)  0.2572
H (1.30, 3.15, 1.66)  0.2751
H (1.20, 1.35, 3.61)  0.2379
H (2.04, 1.03, 2.10)  0.2050
H (0.76, -0.80, 2.49)  0.4007
O (-3.90, -3.31, -4.62)  -0.7177
C (-3.98, -1.91, -4.58)  -0.1056
C (-2.94, -1.40, -3.63)  0.0910
C (-2.87, -0.05, -3.29)  -0.2191
C (-1.93, 0.36, -2.37)  0.0462
N (-1.07, -0.49, -1.78)  -0.4636
C (-1.10, -1.78, -2.15)  0.1449
C (-2.01, -2.27, -3.07)  -0.2109
C (-0.09, -2.63, -1.50)  0.2554
C (0.47, -3.73, -2.11)  -0.2162
C (1.44, -4.46, -1.44)  0.0882
C (2.11, -5.63, -2.12)  -0.1027
O (2.29, -5.26, -3.47)  -0.7155
C (1.79, -4.06, -0.15)  -0.2325
C (1.21, -2.93, 0.38)  0.0512
N (0.30, -2.20, -0.28)  -0.4991
H (-4.57, -3.67, -5.21)  0.5073
H (-4.97, -1.56, -4.25)  0.2080
H (-3.80, -1.47, -5.56)  0.2154
H (-3.53, 0.68, -3.74)  0.2590
H (-1.82, 1.40, -2.11)  0.2213
H (-2.04, -3.31, -3.34)  0.2762
H (0.18, -4.01, -3.11)  0.2710
H (1.46, -6.50, -2.03)  0.2147
H (3.05, -5.87, -1.62)  0.1899
H (2.69, -5.99, -3.97)  0.5035
H (2.51, -4.61, 0.43)  0.2505
H (1.48, -2.59, 1.37)  0.1952
Cl (7.76, -2.86, 1.18)  0.2521
C (6.37, -2.09, 0.66)  0.1157
C (6.18, -1.85, -0.71)  -0.2658
C (5.05, -1.23, -1.12)  -0.0155
C (4.05, -0.80, -0.18)  -0.2021
C (2.95, -0.15, -0.63)  -0.0796
C (4.28, -1.06, 1.22)  -0.0175
C (5.41, -1.69, 1.63)  -0.2618
H (6.94, -2.16, -1.42)  0.2782
H (4.90, -1.02, -2.18)  0.2515
H (2.84, 0.05, -1.69)  0.2326
H (2.17, 0.28, 0.03)  0.1909
H (3.56, -0.73, 1.96)  0.2097
H (5.60, -1.87, 2.68)  0.2692



No. 2
ORCA calculation (ωB97M-V/def2-TZVPD) on a structure of composition C49H40KN9O2.

Kohn-Sham gap   5.3357 eV
Net charge   -2
Multiplicity   1
Relative energy (zero: lowest compared OMol25 entry of this formula, charge and spin)   0.00 kJ/mol

Each line ends with the Mulliken charge.
Atoms and positions in Å:
K (-0.26, -0.57, -0.75)  1.1517
C (1.60, 0.86, 3.57)  -1.8371
C (0.07, 0.69, 3.52)  0.8443
C (-0.58, 1.75, 2.67)  0.3185
C (-0.53, 3.08, 3.06)  -0.7648
C (-1.13, 4.04, 2.26)  -0.7460
C (-1.74, 3.64, 1.09)  -0.8427
C (-1.73, 2.29, 0.77)  0.0320
N (-1.18, 1.36, 1.55)  0.5115
N (2.27, 0.25, 2.43)  1.3316
C (3.48, 0.95, 2.01)  -1.4436
C (3.21, 2.06, 1.03)  0.4907
C (3.64, 1.97, -0.29)  -0.4290
C (3.34, 3.01, -1.16)  -0.3075
C (2.64, 4.11, -0.69)  -0.1658
C (2.24, 4.10, 0.64)  -0.5454
N (2.52, 3.11, 1.49)  -0.2783
C (2.51, -1.15, 2.65)  -1.2417
C (2.86, -1.95, 1.41)  0.6735
C (3.15, -3.31, 1.55)  -0.8579
C (3.44, -4.05, 0.41)  -0.6220
C (3.43, -3.42, -0.82)  -0.6349
C (3.11, -2.07, -0.86)  -0.3903
N (2.86, -1.34, 0.23)  0.3292
H (1.99, 0.44, 4.52)  0.3576
H (1.84, 1.92, 3.56)  0.7913
H (-0.34, 0.73, 4.53)  0.5878
H (-0.19, -0.29, 3.10)  -1.0371
H (-0.02, 3.36, 3.98)  0.4116
H (-1.10, 5.09, 2.55)  0.3808
H (-2.20, 4.36, 0.42)  0.4313
H (-2.18, 1.94, -0.15)  0.1061
H (4.11, 0.22, 1.52)  0.5649
H (4.05, 1.35, 2.87)  0.4477
H (4.13, 1.08, -0.63)  0.1571
H (3.62, 2.95, -2.21)  0.3369
H (2.37, 4.93, -1.34)  0.5071
H (1.66, 4.92, 1.03)  0.4328
H (1.61, -1.60, 3.08)  0.4277
H (3.32, -1.30, 3.40)  0.1278
H (3.13, -3.77, 2.53)  0.4008
H (3.66, -5.11, 0.49)  0.3661
H (3.59, -3.96, -1.74)  0.4465
H (3.05, -1.54, -1.80)  0.2914
O (0.62, -2.69, -1.81)  -0.0853
C (0.89, -3.19, -2.94)  -0.3272
C (0.85, -4.61, -3.16)  -0.7691
C (1.20, -5.19, -4.35)  -0.3301
C (1.62, -4.41, -5.44)  -0.7409
C (1.66, -3.04, -5.27)  -0.5208
C (1.31, -2.40, -4.08)  1.0512
C (1.38, -0.94, -4.09)  -1.1609
N (1.09, -0.11, -3.16)  0.8172
N (1.28, 1.22, -3.54)  -0.6502
C (0.56, 2.06, -2.82)  -0.7289
O (-0.26, 1.81, -1.90)  -0.5165
C (0.78, 3.51, -3.18)  0.5095
C (0.00, 4.46, -2.54)  -0.1587
C (0.18, 5.82, -2.79)  -0.5382
C (1.17, 6.24, -3.68)  -0.3937
C (1.95, 5.29, -4.33)  -0.6677
C (1.75, 3.93, -4.09)  -0.1051
H (0.52, -5.21, -2.32)  0.3502
H (1.15, -6.27, -4.45)  0.3546
H (1.89, -4.87, -6.38)  0.3502
H (1.97, -2.41, -6.10)  0.2648
H (1.72, -0.51, -5.05)  0.1053
H (-0.74, 4.10, -1.83)  0.2676
H (-0.43, 6.55, -2.28)  0.3526
H (1.32, 7.29, -3.86)  0.3497
H (2.71, 5.61, -5.02)  0.3546
H (2.34, 3.17, -4.58)  0.4892
N (-9.26, -2.81, 5.63)  -0.6103
C (-8.34, -2.64, 4.96)  -0.0154
C (-7.19, -2.43, 4.13)  0.6517
C (-6.57, -3.51, 3.51)  -0.8962
C (-5.46, -3.30, 2.71)  0.0107
C (-4.96, -2.02, 2.50)  -0.9316
C (-5.59, -0.94, 3.12)  -0.0264
C (-6.69, -1.14, 3.93)  -0.9164
C (-3.77, -1.80, 1.63)  1.4131
C (-2.56, -2.33, 2.10)  0.1073
C (-2.36, -2.93, 3.38)  -0.7107
C (-1.06, -3.40, 3.38)  -1.1564
C (-0.54, -3.07, 2.09)  -0.6897
N (-1.41, -2.43, 1.34)  -0.0280
C (-4.01, -1.08, 0.46)  -0.4310
C (-5.30, -0.70, -0.06)  -0.8117
C (-5.05, 0.03, -1.19)  -1.2286
C (-3.63, 0.08, -1.31)  -0.5521
N (-3.01, -0.57, -0.35)  0.8447
H (-6.96, -4.51, 3.66)  0.4156
H (-4.96, -4.14, 2.23)  0.5108
H (-5.20, 0.05, 2.95)  0.5702
H (-7.18, -0.30, 4.42)  0.4149
H (-3.07, -3.00, 4.19)  0.5134
H (-0.55, -3.91, 4.18)  0.4001
H (0.43, -3.32, 1.69)  0.7524
H (-6.26, -0.97, 0.35)  0.4660
H (-5.78, 0.48, -1.86)  0.4270
H (-3.05, 0.61, -2.06)  0.4711



No. 3
ORCA calculation (ωB97M-V/def2-TZVPD) on an isolated molecule of C10H10N2O4S.

Kohn-Sham gap   8.3083 eV
Multiplicity   1
Relative energy (zero: lowest compared OMol25 entry of this formula, charge and spin)   0.00 kJ/mol

Each line ends with the natural charge from an NBO analysis.
Atoms and positions in Å:
N (2.98, -0.05, -1.94)  -0.8430
C (3.21, -1.24, -2.54)  0.7860
O (4.31, -1.65, -2.82)  -0.6163
N (2.09, -2.03, -2.85)  -0.6652
C (0.76, -1.81, -3.06)  0.6604
O (0.04, -2.72, -3.42)  -0.5570
C (0.21, -0.40, -2.87)  -0.1914
H (-0.82, -0.38, -3.25)  0.2539
O (0.20, -0.04, -1.50)  -0.5408
C (-1.00, 0.29, -0.93)  0.7659
O (-2.02, 0.34, -1.56)  -0.5804
C (-0.83, 0.56, 0.49)  -0.3426
C (-1.89, 0.91, 1.25)  -0.0928
C (-1.85, 1.20, 2.64)  -0.2570
C (-2.92, 1.54, 3.44)  -0.1994
C (-2.55, 1.77, 4.78)  -0.2623
C (-1.22, 1.59, 4.99)  -0.3806
S (-0.38, 1.14, 3.57)  0.4447
H (-0.68, 1.69, 5.91)  0.2405
H (-3.24, 2.05, 5.55)  0.2308
H (-3.92, 1.63, 3.07)  0.2287
H (-2.86, 0.98, 0.77)  0.2374
H (0.16, 0.47, 0.90)  0.2160
H (0.82, 0.33, -3.42)  0.2094
H (2.37, -2.97, -3.12)  0.4290
H (2.10, 0.15, -1.49)  0.4157
H (3.79, 0.46, -1.64)  0.4106



No. 4
ORCA calculation (ωB97M-V/def2-TZVPD) on a cluster of 10 separate species, C15H50O10 in total.

Kohn-Sham gap   9.9834 eV
Multiplicity   1
Relative energy (zero: lowest compared OMol25 entry of this formula, charge and spin)   528.71 kJ/mol

Each line ends with the Mulliken charge.
Atoms and positions in Å:
C (5.82, 1.75, -1.20)  -0.6884
O (4.60, 1.36, -0.61)  -0.4645
H (5.76, 2.83, -1.34)  0.3023
H (6.67, 1.54, -0.56)  0.2828
H (6.02, 1.32, -2.18)  0.2789
H (3.90, 1.85, -1.05)  0.2797
C (-2.70, 3.22, -1.59)  -0.2503
O (-3.11, 3.41, -2.93)  -0.5436
H (-1.78, 2.63, -1.49)  -0.1223
H (-2.54, 4.16, -1.08)  0.4142
H (-3.55, 2.79, -1.07)  0.1694
H (-3.28, 4.32, -3.19)  0.3061
C (4.60, -1.49, 1.31)  -0.3206
O (5.34, -0.34, 1.67)  -0.5267
H (4.92, -2.00, 0.40)  0.2862
H (4.68, -2.16, 2.17)  0.3711
H (3.55, -1.23, 1.20)  -0.1425
H (5.21, 0.26, 0.94)  0.3337
C (0.04, -1.27, -4.86)  -0.2479
O (0.86, -0.13, -4.61)  -0.5276
H (0.44, -1.93, -5.62)  0.3034
H (-0.11, -1.93, -4.01)  -0.0519
H (-0.85, -0.80, -5.29)  0.2225
H (0.33, 0.64, -4.40)  0.3075
C (0.76, 0.23, -0.77)  -0.4745
O (0.07, -0.19, 0.39)  0.2402
H (0.78, 1.30, -0.99)  0.3281
H (1.78, -0.10, -0.59)  0.1563
H (0.32, -0.26, -1.64)  -0.0236
H (0.07, -1.15, 0.42)  -0.0948
C (1.96, -0.38, 3.67)  -0.3832
C (0.93, -1.13, 4.50)  -0.2323
O (1.59, -1.99, 5.45)  -0.5471
H (2.49, 0.36, 4.27)  0.4049
H (1.49, 0.19, 2.87)  0.0148
H (2.68, -1.08, 3.24)  0.0546
H (0.30, -1.75, 3.85)  0.2077
H (0.28, -0.40, 4.99)  0.2664
H (0.94, -2.51, 5.92)  0.2862
C (-3.24, -0.07, 1.47)  -0.0890
C (-3.87, 0.93, 2.51)  -0.4265
O (-4.93, 1.58, 1.91)  -0.5531
H (-3.00, 0.51, 0.58)  -0.2435
H (-4.00, -0.81, 1.26)  0.4111
H (-2.31, -0.51, 1.82)  0.0541
H (-3.07, 1.62, 2.78)  0.1258
H (-4.14, 0.42, 3.43)  0.3555
H (-4.64, 2.41, 1.52)  0.3242
C (1.09, 3.35, 1.65)  -0.9431
C (-0.39, 2.98, 1.72)  0.0627
O (-0.50, 1.68, 2.22)  -0.4000
H (1.60, 2.76, 0.89)  0.0259
H (1.66, 3.29, 2.58)  0.2698
H (1.19, 4.36, 1.25)  0.4290
H (-1.01, 3.09, 0.82)  -0.0507
H (-0.92, 3.68, 2.37)  0.3980
H (-0.31, 1.04, 1.53)  0.1421
C (-0.88, -3.79, -1.25)  -0.9492
C (0.59, -3.31, -1.11)  -0.2284
O (0.83, -2.88, 0.20)  -0.4698
H (-0.96, -4.75, -0.75)  0.4578
H (-1.16, -4.00, -2.29)  0.3665
H (-1.58, -3.15, -0.72)  0.0879
H (0.75, -2.43, -1.74)  0.0478
H (1.27, -4.08, -1.48)  0.4350
H (0.82, -3.66, 0.77)  0.2491
C (-2.58, -0.62, -2.35)  0.2451
C (-3.72, -1.44, -1.81)  -0.6116
O (-4.27, -2.31, -2.75)  -0.5900
H (-2.14, 0.03, -1.59)  -0.3375
H (-2.87, 0.00, -3.20)  0.4824
H (-1.85, -1.35, -2.69)  -0.2116
H (-4.50, -0.75, -1.48)  0.4819
H (-3.44, -1.96, -0.89)  0.1305
H (-4.81, -1.79, -3.35)  0.3465